No. 1
This record from the OMol25 dataset describes a structure of composition C17H15Cl3GeN6O2STi. The level of theory is wB97M-V/def2-TZVPD.

Calculated values
energy relative to the best compared isomer or geometry (same formula, charge and spin) = 3.23 kcal/mol
F_max = 0.45 eV Å⁻¹
charge = -1
HOMO level (alpha / beta) = -3.7888 / -5.6840 eV
multiplicity = 2
energy = -158950.6771 eV
HOMO-LUMO gap (alpha / beta) = 6.5 / 7.9 eV

Geometry (Å):
Ti -0.63 -0.30 -0.43
C 4.84 0.78 0.50
C 3.53 0.62 1.17
N 2.95 1.47 1.96
N 1.72 0.94 2.30
C 1.58 -0.21 1.69
S 0.19 -1.26 1.72
N 2.72 -0.47 0.99
N 2.94 -1.50 0.08
H 5.33 1.66 0.92
H 4.70 0.93 -0.58
H 5.46 -0.10 0.64
H 0.47 2.00 2.43
H 2.69 -2.37 0.55
H 2.26 -1.37 -0.66
Cl -1.19 -2.49 -1.58
Ge -2.61 -3.26 0.21
Cl -3.11 -1.04 0.65
Cl -4.39 -3.71 -1.08
O -0.29 2.68 2.45
C -1.00 2.61 1.35
N -0.90 1.63 0.44
C -1.77 1.89 -0.58
O -1.83 0.99 -1.50
C -2.48 3.11 -0.32
C -3.46 3.83 -1.00
C -3.92 5.00 -0.44
C -3.41 5.46 0.80
C -2.45 4.76 1.48
C -1.98 3.57 0.93
H -3.85 3.48 -1.95
H -4.68 5.58 -0.95
H -3.79 6.39 1.21
H -2.06 5.11 2.43
N 0.79 0.02 -1.26
C 1.47 0.82 -2.16
C 1.58 0.45 -3.51
C 2.25 1.27 -4.40
C 2.83 2.46 -3.97
C 2.73 2.82 -2.64
C 2.06 2.01 -1.73
H 1.12 -0.47 -3.83
H 2.32 0.98 -5.44
H 3.36 3.09 -4.67
H 3.18 3.75 -2.29
H 1.98 2.29 -0.69



No. 2
This record from the OMol25 dataset describes a cluster of 18 separate species, H35O18 in total in a non-equilibrium geometry. The level of theory is wB97M-V/def2-TZVPD.

Calculated values
energy relative to the best compared isomer or geometry (same formula, charge and spin) = 57.30 kcal/mol
F_max = 6.68 eV Å⁻¹
charge = -2
HOMO level (alpha / beta) = 2.2934 / -4.2481 eV
multiplicity = 2
energy = -37420.6926 eV
HOMO-LUMO gap (alpha / beta) = 1.9 / 8.4 eV

Geometry (Å):
O -1.82 -4.30 -3.23
H -5.15 -0.03 1.70
H -1.02 -2.41 -0.65
O 4.10 -0.83 4.25
H -0.61 -0.20 0.74
O 0.89 1.19 -1.68
H 0.44 -1.83 0.08
H 1.05 0.53 -0.88
O 1.61 3.54 -0.80
H -1.01 -1.20 5.48
H 1.61 3.49 0.27
O 0.74 1.35 3.42
H 1.15 1.88 2.66
H -1.82 -3.57 -3.89
O -1.59 0.98 -5.13
H -5.14 -0.24 0.36
H -1.37 1.89 -4.80
O -5.76 0.14 0.98
H -2.25 3.81 -1.91
H 0.85 1.06 -2.68
O -3.08 0.12 2.55
H 2.72 1.39 -1.58
H -2.80 3.75 -0.48
O -1.20 0.35 0.26
H -0.90 0.31 -0.69
H -2.28 0.62 2.52
O 1.37 -0.06 -4.05
H 1.39 0.72 -4.60
H 3.58 -1.67 4.21
O -2.85 4.24 -1.32
H 2.21 -0.71 -0.43
H -3.09 -0.77 2.66
O 0.62 -2.49 -0.55
H 1.49 -2.44 -0.92
H 1.19 2.78 -1.05
O 1.88 -0.68 0.66
H 3.38 -0.35 4.78
H -1.37 0.54 -4.31
O -1.98 -2.24 -0.88
H 0.44 0.58 2.94
H -0.94 -4.31 -2.82
O -0.73 -0.68 4.74
H 1.92 -0.02 -3.30
H 0.04 -0.07 4.92
O 1.33 -1.33 3.47
H -2.36 -2.07 -0.01
H 0.41 -1.55 3.62
O 2.64 -1.18 -1.63
H 2.33 0.16 0.95
H 3.54 -1.32 -1.70
O 3.53 1.94 -1.33
H 3.18 2.81 -1.49
H 1.51 -1.59 2.60



No. 3
This record from the OMol25 dataset describes a cluster of 10 separate species, C48H89IN2O14P in total in a non-equilibrium geometry. The level of theory is wB97M-V/def2-TZVPD.

Calculated values
F_max = 2.15 eV Å⁻¹
charge = +1
HOMO level = -10.4455 eV
multiplicity = 1
energy = -100243.1033 eV
HOMO-LUMO gap = 6.3 eV

Geometry (Å):
C 1.68 -2.73 2.01
C 1.14 -1.30 1.99
C -0.14 -1.14 2.77
O -1.10 -2.19 2.38
C -2.33 -1.78 2.11
C -2.70 -1.49 0.82
O -1.66 -1.58 -0.12
C -1.44 -2.81 -0.52
N -1.22 -3.89 -0.85
C -3.99 -1.10 0.47
P -4.50 -0.88 -1.30
O -3.14 -0.54 -2.08
O -5.34 0.48 -1.36
C -4.90 -1.03 1.54
I -6.93 -0.64 1.20
C -4.53 -1.31 2.85
C -5.51 -1.21 3.97
N -3.24 -1.69 3.11
C -2.77 -2.06 4.47
C -3.01 -3.52 4.81
O -4.26 -3.68 5.47
H 1.52 -3.24 2.96
H 2.76 -2.69 1.87
H 1.28 -3.33 1.20
H 1.88 -0.63 2.44
H 1.01 -0.99 0.96
H 0.04 -1.25 3.84
H -0.60 -0.17 2.59
H -2.48 -0.02 -1.61
H -6.25 0.23 -1.59
H -6.23 -2.03 3.89
H -6.07 -0.28 3.89
H -5.07 -1.26 4.95
H -3.26 -1.43 5.20
H -1.71 -1.86 4.53
H -2.22 -3.86 5.48
H -2.97 -4.14 3.91
H -4.80 -4.31 5.00
C -6.67 -3.46 -4.55
C -6.97 -4.57 -3.54
C -6.90 -3.82 -2.22
O -7.34 -2.49 -2.49
C -7.39 -2.28 -3.91
H -7.01 -3.67 -5.55
H -5.59 -3.27 -4.59
H -7.97 -4.97 -3.71
H -6.26 -5.40 -3.59
H -5.87 -3.78 -1.84
H -7.55 -4.25 -1.45
H -8.44 -2.23 -4.22
H -6.92 -1.32 -4.15
C -2.17 -0.38 -6.94
C -2.76 -0.77 -5.58
C -3.48 0.51 -5.19
O -3.90 1.13 -6.40
C -3.27 0.49 -7.52
H -1.93 -1.23 -7.57
H -1.26 0.20 -6.80
H -3.48 -1.58 -5.71
H -2.02 -1.08 -4.85
H -2.81 1.20 -4.66
H -4.35 0.33 -4.56
H -4.02 -0.11 -8.05
H -2.90 1.26 -8.20
C -3.76 -5.94 -7.79
C -4.96 -6.36 -8.64
C -6.11 -5.74 -7.86
O -5.60 -4.56 -7.24
C -4.17 -4.55 -7.34
H -2.81 -5.95 -8.33
H -3.66 -6.61 -6.93
H -4.89 -5.91 -9.63
H -5.06 -7.43 -8.76
H -6.47 -6.42 -7.08
H -6.96 -5.47 -8.49
H -3.88 -3.79 -8.07
H -3.75 -4.27 -6.37
C -2.51 5.15 -2.81
C -2.46 3.64 -3.01
C -1.39 3.51 -4.09
O -0.49 4.59 -3.89
C -1.04 5.53 -2.97
H -2.92 5.46 -1.84
H -3.11 5.61 -3.59
H -2.13 3.15 -2.09
H -3.41 3.20 -3.30
H -1.83 3.60 -5.09
H -0.84 2.57 -4.03
H -0.51 5.45 -2.02
H -0.90 6.54 -3.36
C 0.66 9.17 -5.46
C -0.55 8.69 -6.26
C -1.70 9.23 -5.43
O -1.23 10.43 -4.82
C 0.18 10.54 -4.98
H 1.58 9.23 -6.05
H 0.84 8.51 -4.61
H -0.55 9.15 -7.25
H -0.59 7.61 -6.39
H -1.98 8.53 -4.63
H -2.59 9.45 -6.02
H 0.40 11.32 -5.73
H 0.63 10.84 -4.03
C -0.67 0.24 8.37
C -1.77 1.03 7.66
C -1.11 1.33 6.32
O -0.24 0.22 6.05
C -0.09 -0.58 7.23
H -1.04 -0.39 9.19
H 0.08 0.91 8.78
H -2.66 0.40 7.53
H -2.07 1.93 8.19
H -0.52 2.24 6.37
H -1.83 1.42 5.51
H -0.64 -1.52 7.09
H 0.97 -0.81 7.36
C 6.79 0.08 1.81
C 5.76 -0.11 0.70
C 5.44 -1.60 0.85
O 5.58 -1.91 2.23
C 6.25 -0.82 2.90
H 6.90 1.11 2.14
H 7.77 -0.27 1.48
H 4.88 0.49 0.90
H 6.13 0.14 -0.29
H 6.13 -2.21 0.26
H 4.42 -1.84 0.54
H 5.52 -0.30 3.52
H 7.02 -1.23 3.55
C 7.82 2.04 7.05
C 6.34 1.81 7.31
C 5.78 1.78 5.89
O 6.81 1.24 5.07
C 8.05 1.21 5.80
H 8.47 1.74 7.88
H 8.01 3.10 6.85
H 6.18 0.85 7.80
H 5.87 2.58 7.93
H 5.53 2.78 5.54
H 4.89 1.15 5.80
H 8.28 0.17 6.05
H 8.85 1.59 5.17
C 12.01 -1.77 3.74
C 12.96 -1.03 4.67
C 12.01 -0.09 5.40
O 10.76 -0.77 5.48
C 10.77 -1.91 4.62
H 12.39 -2.73 3.39
H 11.78 -1.16 2.87
H 13.42 -1.72 5.37
H 13.76 -0.50 4.15
H 11.87 0.85 4.84
H 12.34 0.16 6.41
H 10.83 -2.82 5.24
H 9.84 -1.94 4.05



No. 4
This record from the OMol25 dataset describes a structure of composition C5H8O. The level of theory is wB97M-V/def2-TZVPD.

Calculated values
energy relative to the best compared isomer or geometry (same formula, charge and spin) = 121.97 kcal/mol
F_max = 0.62 eV Å⁻¹
charge = 0
HOMO level = -8.2658 eV
multiplicity = 1
energy = -7356.9662 eV
HOMO-LUMO gap = 9.1 eV

Geometry (Å):
C 1.11 0.54 -1.05
O 0.71 0.31 0.29
C -0.31 1.48 1.10
C -1.38 0.53 1.15
C -0.69 -0.39 0.50
C -0.73 -1.79 0.03
H 1.97 1.21 -1.02
H 1.41 -0.42 -1.49
H 0.30 0.98 -1.65
H 0.28 1.71 1.98
H -0.34 2.31 0.38
H 0.00 -2.43 0.54
H -1.73 -2.16 0.27
H -0.58 -1.89 -1.05



No. 5
This record from the OMol25 dataset describes a structure of composition C44H50N8O3RbS4. The level of theory is wB97M-V/def2-TZVPD.

Calculated values
energy relative to the best compared isomer or geometry (same formula, charge and spin) = 0.00 kcal/mol
F_max = 0.56 eV Å⁻¹
charge = -1
HOMO level = -3.7034 eV
multiplicity = 1
energy = -108501.6985 eV
HOMO-LUMO gap = 5.4 eV

Geometry (Å):
Rb -0.15 -0.65 -0.27
C 1.16 1.87 1.37
C 2.07 3.11 1.19
C 2.11 3.49 -0.26
C 1.16 4.36 -0.79
C 1.15 4.62 -2.14
C 2.11 4.01 -2.94
C 3.02 3.16 -2.33
N 3.04 2.90 -1.03
N 0.88 1.45 2.73
C 2.05 1.16 3.51
C 2.94 0.11 2.87
C 4.32 0.18 2.99
C 5.10 -0.81 2.42
C 4.47 -1.85 1.75
C 3.08 -1.84 1.68
N 2.33 -0.88 2.23
C -0.11 2.26 3.41
C -1.42 2.26 2.67
C -1.99 3.41 2.16
C -3.19 3.33 1.47
C -3.77 2.09 1.30
C -3.11 0.98 1.82
N -1.97 1.05 2.49
H 1.62 1.03 0.85
H 0.21 2.07 0.87
H 3.08 2.89 1.54
H 1.67 3.94 1.78
H 0.40 4.78 -0.14
H 0.38 5.24 -2.57
H 2.13 4.16 -4.01
H 3.77 2.66 -2.94
H 1.72 0.77 4.48
H 2.67 2.05 3.73
H 4.78 1.02 3.50
H 6.18 -0.77 2.48
H 5.03 -2.64 1.27
H 2.54 -2.61 1.14
H 0.23 3.31 3.57
H -0.26 1.83 4.40
H -1.48 4.36 2.29
H -3.63 4.21 1.01
H -4.69 1.97 0.74
H -3.52 -0.01 1.65
O 0.52 -0.39 -2.87
S -0.50 0.22 -3.77
C -1.06 -1.14 -4.84
C -0.03 -1.99 -5.58
C 1.16 -2.53 -4.77
C 0.75 -3.22 -3.47
S 2.10 -3.60 -2.28
O 1.51 -3.29 -0.94
C 3.26 -2.29 -2.64
C 4.18 -2.46 -3.68
C 5.10 -1.46 -3.94
C 5.11 -0.30 -3.17
C 4.21 -0.15 -2.13
C 3.28 -1.15 -1.86
C 0.46 1.14 -4.98
C 1.84 1.01 -5.07
C 2.53 1.77 -5.99
C 1.86 2.68 -6.81
C 0.48 2.83 -6.68
C -0.22 2.07 -5.76
H -1.77 -0.69 -5.54
H -1.65 -1.73 -4.13
H 0.38 -1.41 -6.41
H -0.57 -2.83 -6.04
H 1.80 -1.70 -4.51
H 1.74 -3.21 -5.40
H 0.26 -4.18 -3.64
H 0.11 -2.58 -2.88
H 4.17 -3.37 -4.27
H 5.81 -1.58 -4.75
H 5.83 0.48 -3.38
H 4.19 0.75 -1.52
H 2.58 -1.05 -1.05
H 2.35 0.34 -4.39
H 3.61 1.68 -6.07
H 2.41 3.28 -7.52
H -0.04 3.56 -7.29
H -1.29 2.21 -5.62
S -3.05 -0.22 -1.71
C -2.80 1.49 -1.76
S -1.28 2.23 -1.42
C -3.88 2.33 -2.09
C -3.75 3.74 -2.08
N -3.67 4.90 -2.09
C -5.19 1.84 -2.35
N -6.28 1.50 -2.54
C -0.98 -4.98 0.79
N -0.94 -4.69 2.22
C -0.38 -5.74 3.05
C -0.81 -3.36 2.55
O -0.66 -2.51 1.68
N -0.88 -3.04 3.90
C -0.61 -1.63 4.18
C -1.99 -3.56 4.67
H -1.31 -6.01 0.66
H -0.01 -4.83 0.31
H -1.70 -4.31 0.31
H 0.44 -6.24 2.52
H -1.13 -6.50 3.29
H 0.00 -5.33 3.97
H 0.25 -1.30 3.60
H -0.39 -1.54 5.25
H -1.45 -0.98 3.92
H -2.19 -4.60 4.43
H -2.91 -2.99 4.49
H -1.76 -3.49 5.74



No. 6
This record from the OMol25 dataset describes a structure of composition C35H31AsFN2O5RhS in a non-equilibrium geometry. The level of theory is wB97M-V/def2-TZVPD.

Calculated values
energy relative to the best compared isomer or geometry (same formula, charge and spin) = 37.96 kcal/mol
F_max = 2.32 eV Å⁻¹
charge = 0
HOMO level = -7.6386 eV
multiplicity = 1
energy = -127416.9807 eV
HOMO-LUMO gap = 6.9 eV

Geometry (Å):
Rh -0.10 -0.26 0.22
S -0.43 -2.35 -0.92
C 1.07 -3.24 -0.86
C 1.29 -4.23 -1.82
C 2.40 -5.05 -1.73
C 3.31 -4.91 -0.69
C 3.11 -3.90 0.25
C 2.01 -3.06 0.15
As 1.80 -1.52 1.33
C 2.60 -2.21 2.96
C 3.77 -1.68 3.48
C 4.26 -2.16 4.68
C 3.58 -3.15 5.38
C 2.40 -3.67 4.85
C 1.91 -3.20 3.65
C 3.17 -0.32 0.63
C 3.24 0.95 1.19
C 4.09 1.91 0.65
C 4.86 1.60 -0.46
C 4.80 0.33 -1.02
C 3.96 -0.63 -0.48
H 0.58 -4.35 -2.63
H 2.56 -5.82 -2.48
H 4.17 -5.56 -0.61
H 3.81 -3.76 1.06
H 4.30 -0.90 2.94
H 5.18 -1.75 5.09
H 3.96 -3.50 6.33
H 1.87 -4.44 5.39
H 0.99 -3.60 3.24
H 2.63 1.18 2.06
H 4.13 2.90 1.08
H 5.51 2.35 -0.90
H 5.40 0.09 -1.89
H 3.90 -1.61 -0.93
C -2.77 3.60 6.30
C -1.48 4.21 5.75
C -1.49 5.73 5.75
C -2.50 6.26 4.74
C -2.21 5.69 3.38
C -2.54 6.39 2.24
C -2.28 5.84 0.98
F -2.62 6.55 -0.11
C -1.70 4.62 0.84
C -1.35 3.89 1.98
C -0.77 2.55 1.83
O -0.47 2.10 0.71
C -0.57 1.84 3.06
C -0.76 2.45 4.25
N -1.23 3.71 4.39
C -1.59 4.43 3.26
C -0.18 0.39 2.97
O 0.81 -0.01 3.57
O -0.97 -0.31 2.22
H -3.01 4.03 7.27
H -2.66 2.52 6.41
H -3.60 3.78 5.62
H -0.64 3.87 6.36
H -0.49 6.10 5.49
H -1.72 6.09 6.75
H -2.47 7.35 4.70
H -3.51 5.98 5.04
H -3.01 7.36 2.31
H -1.50 4.20 -0.14
H -0.52 1.93 5.17
N -2.22 0.19 -0.54
C -2.14 1.16 -1.64
C -1.36 0.59 -2.81
C 0.19 0.61 -2.68
O 0.82 0.73 -3.72
O 0.70 0.55 -1.50
H -2.66 -0.67 -0.84
H -2.71 0.55 0.28
H -1.65 2.05 -1.25
H -3.14 1.44 -1.98
H -1.59 1.14 -3.72
H -1.62 -0.46 -2.97